1.
Here is an isolated molecule of C5H9FN2 from the OMol25 dataset. Energies are from the ωB97M-V functional and the def2-TZVPD basis.

Properties
lowest unoccupied orbital energy: 0.7 eV
highest occupied orbital energy: -0.33652 hartree
HOMO-LUMO gap: 9.852 eV
SMILES string: C=C(F)/C(C)=N\NC
calculated total energy: -405.14236 Ha

```
! RIJCOSX wB97M-V def2-TZVPD def2/J DEFGRID3
* xyz 0 1
H -2.33292 -1.47539 0.94398
H 1.82723 -0.73583 1.47778
F -2.21076 0.86236 0.43012
C 2.04102 0.12136 0.80506
H 0.61773 1.92150 -0.99331
C -0.67440 -0.70515 -0.11092
C -0.44577 1.93790 -0.55224
N 1.55096 -0.07796 -0.60701
H 2.15859 -0.70814 -0.99951
H -2.44599 -1.27561 -0.90752
C -1.92922 -1.54078 0.02131
N 0.47418 -1.11284 -0.53762
H 1.74382 1.22452 1.30905
H 3.14107 0.38488 0.78618
H -1.43711 -2.52384 -0.23739
C -0.91027 0.82215 -0.00794
H -1.16814 2.88088 -0.82001
*
```



2.
Here is an isolated molecule of C5H9FN2 from the OMol25 dataset. Energies are from the ωB97M-V functional and the def2-TZVPD basis.

Properties
lowest unoccupied orbital energy: 1.0 eV
highest occupied orbital energy: -0.31128 hartree
HOMO-LUMO gap: 9.451 eV
SMILES string: C/C=N\N1CC(F)C1
calculated total energy: -405.20579 Ha

```
! RIJCOSX wB97M-V def2-TZVPD def2/J DEFGRID3
* xyz 0 1
C -1.99855 0.54106 -0.15126
H 0.64083 -1.56169 -0.06140
H -2.88427 1.18250 -0.02302
H 2.83996 0.02735 1.21441
C 1.46767 1.25002 -0.15732
N 0.24010 0.46854 -0.41192
H 1.90060 1.76288 -1.02182
H -3.15911 -1.23121 -0.64633
H 0.27137 -0.72575 1.47282
N -0.87469 1.15270 -0.16313
C -2.15572 -0.93551 -0.33055
H 1.22702 1.97528 0.59070
C 0.75065 -0.61838 0.43756
C 2.19076 -0.02676 0.31818
H -1.37566 -1.34749 -0.99715
F 2.92356 -0.56230 -0.71568
H -2.00454 -1.35124 0.64592
*
```



3.
Here is an isolated molecule of C5H9FO from the OMol25 dataset. Energies are from the ωB97M-V functional and the def2-TZVPD basis.

Properties
lowest unoccupied orbital energy: 0.8 eV
highest occupied orbital energy: -0.33850 hartree
HOMO-LUMO gap: 10.018 eV
SMILES string: OC/C=C\CCF
calculated total energy: -370.87333 Ha

```
! RIJCOSX wB97M-V def2-TZVPD def2/J DEFGRID3
* xyz 0 1
H 1.33415 0.57472 -2.29637
H -0.47331 -1.07547 -2.42963
C -1.11038 -1.02909 -0.08244
H 0.56478 2.49237 0.48626
O 1.52262 2.14022 -0.05628
H -1.41655 -2.06768 0.25107
C 0.99659 0.04368 -1.23712
C 1.57999 0.69847 0.01185
H -0.37183 -0.87644 1.94140
H -1.97656 -0.70023 1.99640
C -1.13686 -0.39367 1.30181
C -0.18634 -0.72228 -1.27423
H -2.10060 -0.62768 -0.68042
F -1.01010 1.01377 1.18023
H 1.14069 0.10104 0.91602
H 2.64371 0.42828 -0.02857
*
```



4.
Here is an isolated molecule of C5H9FO from the OMol25 dataset. Energies are from the ωB97M-V functional and the def2-TZVPD basis.

Properties
lowest unoccupied orbital energy: 0.9 eV
highest occupied orbital energy: -0.34674 hartree
HOMO-LUMO gap: 10.359 eV
SMILES string: C/C(=C/CF)CO
calculated total energy: -370.96114 Ha

```
! RIJCOSX wB97M-V def2-TZVPD def2/J DEFGRID3
* xyz 0 1
F -2.28978 0.51168 0.07177
H 2.48077 -0.08512 -0.93267
H -1.07514 1.70435 -0.63990
O -0.25363 2.12146 -0.56375
H -2.56042 -1.30912 -0.73088
H -0.14720 -1.71132 -0.95667
H -2.28836 -1.28311 0.94096
H -0.28251 1.33334 1.34601
C 0.52908 -0.09372 -0.00233
H 1.30170 1.76510 0.68011
H 2.53140 -0.27616 0.83180
C -0.42427 -0.95390 -0.26742
H 2.04836 -1.65157 -0.17532
C 0.37213 1.32441 0.44244
C 1.94385 -0.54512 -0.06359
C -1.88600 -0.85120 0.01944
*
```



5.
Here is a cluster of 2 separate species, C5H9FO in total from the OMol25 dataset. Energies are from the ωB97M-V functional and the def2-TZVPD basis.

Properties
lowest unoccupied orbital energy: 0.5 eV
highest occupied orbital energy: -0.32239 hartree
HOMO-LUMO gap: 9.315 eV
calculated total energy: -370.87210 Ha

```
! RIJCOSX wB97M-V def2-TZVPD def2/J DEFGRID3
* xyz 0 1
H -0.13968 -1.90434 -0.94686
H -1.70881 0.26356 -1.35012
H -2.75727 0.46290 -0.06397
F 2.50270 -0.81210 -0.54682
C -1.66057 0.48135 -0.19314
C 2.36298 1.07804 0.71297
H -0.92194 -2.80833 0.35012
C -0.98340 -1.87031 -0.31331
H 1.49875 0.55309 1.38091
H 2.25821 2.10452 0.53248
O -0.10142 -0.40494 1.41999
C -0.85982 -0.57044 0.47167
H 3.30292 0.80816 1.22911
C 2.05370 0.41627 -0.56728
H -1.82716 -1.84667 -0.95066
H -1.25484 1.45823 0.11000
*
```



6.
Here is an isolated molecule of C5H9FO2 from the OMol25 dataset. Energies are from the ωB97M-V functional and the def2-TZVPD basis.

Properties
lowest unoccupied orbital energy (spin up / spin down): 0.3 / 0.3 eV
highest occupied orbital energy (spin up / spin down): -0.30649 / -0.30651 hartree
HOMO-LUMO gap (spin up / spin down): 8.632 / 8.634 eV
calculated total energy: -446.12952 Ha

```
! RIJCOSX wB97M-V def2-TZVPD def2/J DEFGRID3
* xyz 0 1
H -0.96816 -0.98682 1.86442
C -1.07236 -0.88793 -0.38747
C -2.08553 0.28826 -0.22752
H 1.85978 2.09316 0.48075
H 0.37238 -2.08026 1.00079
H -2.66049 0.03202 0.71898
C 2.02913 1.39452 -0.27621
C 1.43623 0.09397 0.03599
F 2.21029 -0.98932 -0.29298
O -0.21509 -0.71840 -1.39798
H 1.43521 1.78983 -1.18885
H -1.57601 1.15857 0.08776
H -2.73840 0.34122 -1.22088
H -1.49062 -1.89809 -0.58979
C -0.24403 -1.08614 1.02852
O 0.55848 0.07183 0.99474
H 3.14920 1.38357 -0.63029
*
```



It is found that the molar mass values, taken in the order of the records, are 116.14 116.14 104.12 104.12 104.12 120.12 g mol⁻¹.
It is found that the ΔE to the lowest compared entry with this formula, charge and spin values, taken in the order of the records, are 92.9 53.1 88.0 32.9 88.8 83.6 kcal/mol.